83
Properties=species:S:1:pos:R:3:mulliken_charge:R:1 method="wB97M-V/def2-TZVPD" spin_multiplicity=1 homo_energy_ha="-0.2386 / -0.2390" orbital_gap_ev="5.0209 / 5.0806" charge=0 e_above_lowest_kj_mol=285.0
Pb -0.223 -0.210 0.176 1.210
C 5.383 2.108 1.564 -0.593
C 5.848 0.932 0.974 -0.686
C 5.086 0.254 0.029 -0.109
C 3.864 0.797 -0.320 0.140
C 2.817 0.285 -1.223 0.223
N 2.834 -0.865 -1.831 -0.669
C 1.747 -1.535 -2.305 -0.229
C 1.728 -2.434 -3.458 0.233
C 2.700 -2.811 -4.374 -0.321
C 2.314 -3.630 -5.424 -0.580
C 0.984 -4.040 -5.573 -0.592
C 0.008 -3.646 -4.670 -0.289
C 0.400 -2.854 -3.600 0.295
C -0.355 -2.206 -2.524 -0.553
N -1.680 -2.278 -2.390 -0.497
C -2.480 -1.458 -1.711 -0.403
N -2.149 -0.359 -0.964 -0.001
C -3.246 0.421 -0.737 -0.509
N -3.300 1.669 -0.278 -0.504
C -2.254 2.454 -0.007 -1.141
N -0.951 2.075 0.080 0.955
C -0.153 3.141 0.187 -0.151
N 1.209 3.101 0.272 -0.583
C 2.028 2.218 -0.216 -0.084
N 1.820 1.258 -1.215 0.118
C 3.396 1.965 0.276 0.387
C 4.140 2.633 1.229 -0.265
C -0.980 4.341 0.277 0.124
C -0.672 5.691 0.387 -0.336
C -1.723 6.595 0.380 -0.626
C -3.050 6.163 0.243 -0.615
C -3.357 4.818 0.120 -0.385
C -2.309 3.907 0.154 0.551
C -4.414 -0.305 -1.243 0.470
C -5.770 -0.013 -1.213 -0.207
C -6.641 -0.940 -1.761 -0.614
C -6.169 -2.123 -2.343 -0.638
C -4.813 -2.401 -2.398 -0.179
C -3.942 -1.477 -1.837 0.159
N 0.529 -1.490 -1.763 0.404
H 5.997 2.613 2.299 0.422
H 6.815 0.537 1.264 0.420
H 5.431 -0.667 -0.425 0.527
H 3.724 -2.473 -4.270 0.504
H 3.051 -3.948 -6.151 0.413
H 0.715 -4.665 -6.416 0.394
H -1.028 -3.938 -4.783 0.534
H 3.758 3.535 1.690 0.547
H 0.356 6.020 0.475 0.524
H -1.517 7.654 0.471 0.421
H -3.845 6.898 0.223 0.416
H -4.378 4.476 0.004 0.554
H -6.128 0.907 -0.769 0.546
H -7.707 -0.747 -1.743 0.413
H -6.878 -2.831 -2.753 0.399
H -4.433 -3.305 -2.858 0.539
C 2.995 -2.847 2.139 -1.579
C 1.623 -3.083 2.768 0.654
C 1.750 -3.906 4.054 -1.591
C 0.853 -1.804 3.031 0.389
C 1.470 -0.567 3.167 -0.038
C 0.725 0.591 3.375 -0.537
C -0.662 0.554 3.456 1.021
C -1.475 1.807 3.661 -1.561
C -1.282 -0.692 3.334 -0.656
C -0.538 -1.845 3.130 -0.792
H 3.427 -3.796 1.818 0.460
H 3.687 -2.397 2.856 0.352
H 2.933 -2.191 1.266 0.220
H 1.030 -3.666 2.055 0.352
H 2.356 -3.367 4.787 0.356
H 2.231 -4.866 3.853 0.433
H 0.773 -4.099 4.501 0.373
H 2.549 -0.487 3.097 0.265
H 1.240 1.543 3.468 0.208
H -2.080 2.033 2.778 0.179
H -0.833 2.667 3.851 0.337
H -2.159 1.696 4.503 0.493
H -2.364 -0.756 3.397 0.390
H -1.049 -2.799 3.037 0.442
O 0.198 1.446 -2.849 -0.574
C 0.466 1.017 -1.764 -0.083

---

87
Properties=species:S:1:pos:R:3:mulliken_charge:R:1 method="wB97M-V/def2-TZVPD" spin_multiplicity=1 homo_energy_ha=-0.3212 orbital_gap_ev=8.3852 charge=0 e_above_lowest_kj_mol=62.2
Cs 1.975 0.751 -3.087 1.300
O 0.938 -0.995 -1.472 -0.904
S 0.215 -0.481 -0.260 1.253
C 0.175 -1.897 0.860 -0.514
C 0.713 -3.089 0.405 -0.876
C 0.720 -4.188 1.247 -0.563
C 0.190 -4.092 2.520 -0.960
C -0.335 -2.891 2.975 -0.510
C -0.339 -1.760 2.163 0.572
P -1.061 -0.138 2.676 0.740
C 0.365 0.676 3.483 0.434
C 1.689 0.311 3.257 -0.330
C 2.722 1.041 3.831 -0.663
C 2.445 2.127 4.646 -0.556
C 1.127 2.499 4.879 -0.732
C 0.094 1.788 4.290 -0.446
C -2.111 -0.625 4.101 0.062
C -1.629 -0.889 5.383 -0.301
C -2.500 -1.260 6.397 -0.679
C -3.860 -1.371 6.143 -0.510
C -4.349 -1.105 4.872 -0.596
C -3.480 -0.727 3.860 -0.517
C -1.546 -0.316 -0.701 1.159
C -2.375 -1.420 -0.495 -0.374
C -3.707 -1.408 -0.860 -1.004
C -4.212 -0.271 -1.464 -0.830
C -3.391 0.819 -1.681 -0.839
C -2.045 0.859 -1.298 0.163
P -1.214 2.393 -1.957 0.049
C -2.499 3.636 -1.585 -0.177
C -2.972 4.414 -2.642 -0.089
C -3.927 5.400 -2.419 -0.609
C -4.415 5.609 -1.140 -0.424
C -3.949 4.838 -0.081 -0.685
C -2.995 3.860 -0.300 -0.022
C 0.076 3.062 -0.843 0.079
C 0.310 2.744 0.493 1.061
C 1.299 3.408 1.204 -0.278
C 2.049 4.401 0.587 -0.703
C 1.811 4.736 -0.736 -0.683
C 0.829 4.065 -1.454 -0.809
H 1.121 -3.144 -0.590 0.531
H 1.142 -5.119 0.887 0.489
H 0.184 -4.955 3.175 0.393
H -0.750 -2.839 3.970 0.504
H 1.909 -0.548 2.634 0.476
H 3.749 0.752 3.647 0.416
H 3.255 2.685 5.099 0.382
H 0.905 3.349 5.513 0.386
H -0.932 2.090 4.461 0.457
H -0.570 -0.798 5.590 0.494
H -2.116 -1.462 7.389 0.406
H -4.539 -1.660 6.935 0.392
H -5.410 -1.182 4.670 0.409
H -3.868 -0.506 2.872 0.398
H -1.955 -2.304 -0.038 0.483
H -4.334 -2.272 -0.686 0.461
H -5.247 -0.224 -1.779 0.433
H -3.833 1.680 -2.169 0.379
H -2.593 4.241 -3.643 0.372
H -4.291 6.000 -3.244 0.415
H -5.160 6.374 -0.961 0.374
H -4.332 5.005 0.918 0.428
H -2.628 3.261 0.526 0.355
H -0.296 1.982 0.981 0.038
H 1.482 3.149 2.237 0.241
H 2.823 4.915 1.142 0.430
H 2.392 5.514 -1.214 0.410
H 0.645 4.323 -2.492 0.431
O 3.224 0.020 -5.323 -0.834
C 4.019 -0.610 -4.594 -0.202
O 4.598 -0.198 -3.571 -0.709
C 4.088 -2.116 -4.850 0.823
C 4.496 -2.626 -6.076 -0.548
C 4.481 -3.993 -6.285 0.003
C 4.046 -4.896 -5.339 -0.437
C 3.614 -4.361 -4.147 0.108
C 3.620 -2.998 -3.880 -0.673
N 3.106 -5.271 -3.109 1.028
O 3.243 -6.462 -3.292 -0.608
O 2.568 -4.788 -2.134 -0.640
N 4.931 -4.518 -7.582 1.043
O 4.822 -5.711 -7.774 -0.620
O 5.417 -3.733 -8.366 -0.614
H 4.824 -1.963 -6.864 0.531
H 4.037 -5.958 -5.531 0.598
H 3.285 -2.638 -2.914 0.679

---

92
Properties=species:S:1:pos:R:3:mulliken_charge:R:1 method="wB97M-V/def2-TZVPD" spin_multiplicity=1 homo_energy_ha=-0.2179 orbital_gap_ev=7.7809 charge=-1 e_above_lowest_kj_mol=88.8
Bi -0.881 1.312 -0.276 1.382
Cl 1.212 8.184 1.021 -0.268
C 1.161 6.445 0.915 0.291
C 0.839 5.705 2.045 -0.704
C 0.763 4.332 1.960 0.914
Cl 0.361 3.424 3.375 -0.181
C 0.986 3.638 0.752 -0.882
O 0.851 2.335 0.678 0.017
C 1.406 4.419 -0.351 1.442
C 1.923 3.829 -1.597 -0.588
O 2.216 2.674 -1.795 -0.477
C 1.455 5.812 -0.269 -1.177
H 0.632 6.198 2.984 0.463
H 2.094 4.584 -2.391 0.220
H 1.745 6.387 -1.140 0.375
Cl -7.782 4.169 0.743 -0.260
C -6.092 3.781 0.609 0.224
C -5.152 4.595 1.242 -0.793
C -3.820 4.287 1.163 0.311
Cl -2.668 5.320 1.928 -0.178
C -3.335 3.141 0.475 -0.452
O -2.058 2.913 0.528 0.192
C -4.312 2.374 -0.212 1.781
C -4.031 1.276 -1.111 -0.563
O -2.945 0.840 -1.476 -0.676
C -5.678 2.702 -0.116 -1.205
H -5.468 5.470 1.792 0.462
H -4.931 0.814 -1.545 0.216
H -6.401 2.092 -0.640 0.361
C 2.456 -0.342 -1.230 -1.323
C 2.723 -1.729 -0.623 0.449
C 2.936 -1.645 0.884 -2.107
Sb 1.114 -1.153 1.929 0.913
C 1.818 -1.423 3.948 0.366
C 2.517 -2.555 4.359 -0.242
C 2.812 -2.753 5.698 -0.725
C 2.405 -1.825 6.649 -0.387
C 1.714 -0.693 6.251 -0.591
C 1.426 -0.493 4.905 -0.425
C 0.337 -3.186 1.947 0.748
C -0.816 -3.389 2.706 -0.922
C -1.327 -4.661 2.908 -0.585
C -0.692 -5.763 2.349 -0.519
C 0.447 -5.575 1.582 -0.667
C 0.954 -4.296 1.383 -0.125
Sb 0.954 -0.106 -2.785 0.910
C 2.193 -1.150 -4.216 -0.049
C 2.825 -0.405 -5.207 -0.536
C 3.705 -1.003 -6.101 -0.510
C 3.961 -2.362 -6.014 -0.391
C 3.335 -3.117 -5.031 -0.765
C 2.461 -2.514 -4.139 0.098
C -0.347 -1.800 -2.437 0.037
C -0.838 -2.190 -1.198 0.860
C -1.817 -3.169 -1.074 -0.975
C -2.321 -3.781 -2.208 -0.604
C -1.841 -3.409 -3.459 -0.701
C -0.872 -2.425 -3.572 -0.694
H 3.343 0.020 -1.755 0.593
H 2.237 0.407 -0.469 0.615
H 3.619 -2.148 -1.089 0.516
H 1.912 -2.428 -0.850 -0.183
H 3.666 -0.860 1.098 0.544
H 3.315 -2.577 1.310 0.743
H 2.821 -3.301 3.635 0.289
H 3.351 -3.642 6.004 0.373
H 2.621 -1.990 7.697 0.361
H 1.391 0.036 6.984 0.397
H 0.880 0.395 4.604 0.313
H -1.328 -2.541 3.150 0.389
H -2.222 -4.793 3.503 0.399
H -1.084 -6.759 2.509 0.368
H 0.949 -6.425 1.135 0.399
H 1.845 -4.188 0.777 0.146
H 2.630 0.659 -5.289 0.339
H 4.188 -0.406 -6.865 0.393
H 4.647 -2.834 -6.707 0.362
H 3.528 -4.180 -4.959 0.384
H 1.979 -3.119 -3.379 0.321
H -0.458 -1.763 -0.277 -0.056
H -2.173 -3.435 -0.087 0.474
H -3.085 -4.545 -2.123 0.380
H -2.224 -3.889 -4.351 0.378
H -0.522 -2.145 -4.560 0.470
O -1.572 0.962 2.749 -0.283
N -2.514 0.329 2.327 0.006
O -2.454 0.068 1.074 -0.401
N -4.737 4.797 -3.459 -0.630
C -3.668 4.741 -3.020 0.559
N -2.450 4.773 -2.528 -0.724
C -1.740 3.762 -2.269 0.716
N -1.004 2.880 -2.013 -0.738

---

97
Properties=species:S:1:pos:R:3:mulliken_spin:R:1 method="wB97M-V/def2-TZVPD" spin_multiplicity=2 homo_energy_ha="-0.3582 / -0.3582" orbital_gap_ev="5.6256 / 3.5758" charge=+1 e_above_lowest_kj_mol=428.1
Ti -0.231 -3.171 0.685 0.000
C -1.293 -2.646 -5.100 0.000
C -0.830 -1.618 -6.050 0.000
N -0.997 -0.317 -5.845 0.000
C -0.350 0.429 -6.797 0.000
C 0.435 -0.276 -7.736 0.000
S 0.085 -1.922 -7.543 0.000
C -0.438 1.899 -6.827 0.000
C 0.673 2.700 -6.998 0.000
S 0.303 4.341 -6.676 0.000
C -1.414 3.878 -6.658 0.000
N -1.644 2.554 -6.740 0.000
C -2.595 4.844 -6.527 0.000
H -2.277 -2.895 -5.407 0.000
H -1.297 -2.319 -4.041 0.000
H -0.699 -3.554 -5.177 0.000
H 1.085 0.202 -8.455 0.000
H 1.662 2.264 -7.021 0.000
H -3.548 4.280 -6.674 0.000
H -2.579 5.608 -7.322 0.000
H -2.619 5.291 -5.517 0.000
S 6.773 -4.882 -2.138 0.000
N 5.808 -3.599 -2.302 0.000
C 4.673 -3.842 -1.663 0.000
C 3.580 -2.876 -1.543 0.000
C 3.567 -1.542 -2.137 0.000
C 2.382 -0.900 -1.983 0.000
C 1.383 -1.410 -1.179 0.000
N 1.339 -2.617 -0.596 0.000
C 2.517 -3.366 -0.781 0.000
C 2.471 -4.741 -0.238 0.000
N 1.328 -5.120 0.338 0.000
C 1.199 -6.424 0.771 0.000
C 2.191 -7.377 0.670 0.000
C 3.417 -6.994 0.076 0.000
C 3.549 -5.720 -0.421 0.000
C 4.629 -5.171 -1.117 0.000
N 5.832 -5.835 -1.224 0.000
H 4.403 -1.195 -2.777 0.000
H 2.118 0.028 -2.532 0.000
H 0.511 -0.812 -0.909 0.000
H 0.145 -6.625 1.036 0.000
H 1.954 -8.369 1.060 0.000
H 4.207 -7.756 -0.123 0.000
O -7.358 1.546 0.036 0.453
Cl -7.213 2.369 -1.228 -0.149
O -7.087 3.823 -0.777 0.399
O -5.892 1.954 -1.748 0.297
O -1.026 -1.843 0.084 0.000
Cl -3.305 -7.521 -1.429 0.000
C -3.605 -5.782 -1.018 0.000
Cl -3.566 -4.871 -2.463 0.000
Cl -5.174 -5.603 -0.185 0.000
C -2.665 -5.115 -0.086 0.000
N -1.685 -4.720 0.386 0.000
N -0.826 -2.045 7.623 0.000
C -0.711 -1.905 6.460 0.000
C -0.252 -1.941 5.100 0.000
C 0.476 -3.088 4.783 0.000
C 0.777 -3.355 3.462 0.000
C 0.283 -2.512 2.488 0.000
C -0.247 -1.287 2.819 0.000
C -0.669 -1.038 4.123 0.000
H 0.724 -3.815 5.533 0.000
H 1.379 -4.253 3.267 0.000
H -0.364 -0.620 1.982 0.000
H -1.484 -0.322 4.383 0.000
O 1.198 3.051 3.600 0.000
S 0.682 3.530 4.897 0.000
C 1.837 5.038 5.370 0.000
C 2.156 5.903 4.213 0.000
C 3.173 5.450 3.327 0.000
C 3.219 6.038 2.057 0.000
C 2.342 6.986 1.560 0.000
C 1.463 7.519 2.542 0.000
C 1.340 6.978 3.832 0.000
C -1.102 4.183 4.555 0.000
C -1.916 3.161 3.880 0.000
C -2.716 2.278 4.696 0.000
C -3.558 1.382 4.085 0.000
C -3.587 1.251 2.640 0.000
C -2.726 1.996 1.864 0.000
C -1.882 2.923 2.501 0.000
H 2.673 4.415 5.715 0.000
H 1.305 5.642 6.125 0.000
H 3.771 4.598 3.581 0.000
H 3.865 5.640 1.282 0.000
H 2.313 7.350 0.549 0.000
H 0.739 8.336 2.326 0.000
H 0.708 7.423 4.548 0.000
H -0.885 4.999 3.888 0.000
H -1.585 4.512 5.516 0.000
H -2.733 2.476 5.745 0.000
H -4.161 0.788 4.709 0.000
H -4.274 0.511 2.181 0.000
H -2.514 1.768 0.807 0.000
H -1.062 3.388 1.953 0.000

---

85
Properties=species:S:1:pos:R:3:mulliken_spin:R:1 method="wB97M-V/def2-TZVPD" spin_multiplicity=5 homo_energy_ha="-0.3583 / -0.3580" orbital_gap_ev="6.3795 / 4.6432" charge=+1
Ru 0.462 -1.466 0.502 3.073
C 3.468 -4.383 -1.140 0.018
C 4.413 -4.558 -0.134 -0.005
C 4.150 -4.030 1.104 0.011
C 2.964 -3.323 1.341 0.012
N 2.080 -3.095 0.345 0.088
C 2.345 -3.652 -0.860 -0.001
N 2.782 -2.942 2.660 0.075
C 1.749 -2.396 3.164 -0.024
N 0.570 -1.939 2.538 0.260
C -0.209 -1.336 3.565 -0.036
N -1.347 -0.782 3.518 0.083
C -2.157 -0.584 2.404 -0.002
C -3.348 0.097 2.665 0.018
C -4.240 0.349 1.648 -0.009
C -3.917 -0.077 0.369 0.015
C -2.724 -0.723 0.176 -0.010
N -1.847 -1.004 1.164 0.121
C 0.504 -1.466 4.854 0.004
C 0.148 -1.044 6.119 -0.004
C 1.031 -1.330 7.151 0.002
C 2.223 -2.023 6.914 0.000
C 2.568 -2.431 5.631 -0.005
C 1.680 -2.125 4.616 -0.010
H 3.598 -4.800 -2.130 0.000
H 5.329 -5.110 -0.319 0.000
H 4.820 -4.152 1.944 0.000
H 1.619 -3.501 -1.635 -0.003
H -3.531 0.398 3.689 0.000
H -5.168 0.871 1.842 0.000
H -4.568 0.090 -0.478 -0.001
H -2.448 -1.022 -0.821 0.002
H -0.780 -0.512 6.291 0.000
H 0.795 -1.014 8.160 0.000
H 2.884 -2.244 7.744 0.000
H 3.489 -2.968 5.428 0.000
I -1.038 -3.193 -1.249 0.087
C -0.070 -2.300 -2.856 0.028
C -0.403 -2.709 -4.107 -0.002
C 0.319 -2.185 -5.207 -0.008
C 1.344 -1.317 -4.991 0.010
C 1.702 -0.903 -3.680 -0.003
C 2.814 -0.050 -3.467 0.043
C 3.185 0.306 -2.207 -0.017
C 2.435 -0.137 -1.093 -0.078
C 1.329 -0.925 -1.264 0.001
C 0.963 -1.378 -2.565 -0.004
H -1.199 -3.425 -4.268 -0.004
H 0.060 -2.499 -6.212 0.000
H 1.918 -0.930 -5.828 0.000
H 3.372 0.304 -4.330 0.001
H 4.051 0.937 -2.045 -0.001
H 2.734 0.184 -0.107 -0.008
C -3.949 1.787 -4.488 0.000
C -2.703 2.024 -3.669 0.000
C -1.467 1.668 -4.184 0.002
C -0.315 1.919 -3.454 0.004
C -0.401 2.479 -2.194 -0.008
C -1.636 2.773 -1.639 0.002
N -1.725 3.341 -0.333 0.004
C -0.709 3.555 0.609 -0.003
C -0.688 4.825 1.200 0.000
C 0.282 5.205 2.101 0.001
C 1.294 4.317 2.454 0.001
C 1.256 3.046 1.936 0.015
C 0.254 2.626 1.037 0.000
C 0.246 1.187 0.691 -0.077
O -0.414 0.698 -0.228 0.159
O 0.987 0.373 1.400 0.171
C -2.797 2.597 -2.388 0.007
C -4.153 3.057 -1.888 0.000
H -3.696 1.335 -5.447 0.000
H -4.488 2.718 -4.686 0.000
H -4.651 1.118 -3.979 0.000
H -1.405 1.225 -5.174 0.000
H 0.661 1.693 -3.876 -0.001
H 0.500 2.711 -1.634 0.000
H -2.501 3.953 -0.201 -0.001
H -1.446 5.540 0.895 0.000
H 0.263 6.207 2.512 0.000
H 2.085 4.612 3.132 0.000
H 1.994 2.320 2.244 0.006
H -4.174 3.296 -0.825 0.000
H -4.921 2.296 -2.049 0.000
H -4.488 3.944 -2.433 0.000

---

no.,F_max (hartree/bohr)
1,0.0220
2,0.0303
3,0.0136
4,0.0741
5,0.0219